Entry 1:
Formula: C12H19AsIrN2O6S2
Source: the Open Molecules 2025 dataset
Level of theory: ωB97M-V with the def2-TZVPD basis set

Element x y z (Å)
1 Ir 0.285 -0.148 0.613
2 C 0.286 -2.995 0.180
3 C 1.650 -2.741 0.795
4 N 1.982 -1.289 0.672
5 C 2.838 -0.783 1.778
6 C 2.081 -0.750 3.106
7 S 0.323 -0.250 2.903
8 C -0.563 -1.851 3.120
9 C -1.399 -2.166 1.887
10 N -0.669 -1.951 0.615
11 H 0.351 -2.917 -0.905
12 H -0.078 -3.992 0.435
13 H 1.660 -2.996 1.852
14 H 2.417 -3.344 0.309
15 H 2.453 -1.130 -0.218
16 H 3.736 -1.398 1.880
17 H 3.138 0.225 1.498
18 H 2.095 -1.703 3.633
19 H 2.541 -0.014 3.763
20 H 0.174 -2.622 3.335
21 H -1.205 -1.754 3.993
22 H -1.769 -3.193 1.942
23 H -2.262 -1.501 1.847
24 H -1.377 -1.789 -0.144
25 O -0.880 -0.401 -3.821
26 As -1.035 0.043 -2.144
27 O -2.172 -0.899 -1.426
28 O 0.487 -0.236 -1.422
29 C -1.148 1.963 -2.325
30 C -1.504 2.435 -3.580
31 C -1.512 3.800 -3.850
32 C -1.158 4.705 -2.869
33 C -0.808 4.251 -1.604
34 C -0.800 2.893 -1.335
35 S -0.439 2.448 0.338
36 O 0.946 1.852 0.446
37 O -0.678 3.570 1.171
38 O -1.315 1.241 0.582
39 H -1.387 -1.210 -3.967
40 H -1.764 1.734 -4.359
41 H -1.797 4.146 -4.834
42 H -1.163 5.767 -3.074
43 H -0.561 4.949 -0.816

Summary:
HOMO-LUMO gap   9.8 eV
Total charge   +1
ΔE to the lowest compared entry with this formula, charge and spin   0.0000 eV
Multiplicity   1
HOMO   -12.4 eV

***

Entry 2:
Formula: C12H19Br4NO8P2SiV
Source: the Open Molecules 2025 dataset
Level of theory: ωB97M-V with the def2-TZVPD basis set

Element x y z (Å)
1 V 0.447 -0.632 0.178
2 N -0.438 -2.050 -3.533
3 C -1.373 -1.060 -2.859
4 C -2.499 -0.685 -3.812
5 P -2.060 -1.867 -1.331
6 O -2.139 -3.376 -1.883
7 O -3.321 -1.297 -0.888
8 O -0.820 -1.896 -0.398
9 P -0.374 0.373 -2.288
10 O -0.002 1.096 -3.642
11 O -1.136 1.099 -1.262
12 O 0.904 -0.298 -1.717
13 H -0.863 -2.985 -3.529
14 H 0.452 -2.078 -3.019
15 H -0.249 -1.771 -4.498
16 H -3.085 -1.562 -4.092
17 H -2.112 -0.204 -4.712
18 H -3.167 0.008 -3.304
19 H -2.975 -3.821 -1.676
20 H -0.031 2.064 -3.628
21 Br -1.435 3.044 5.561
22 C -0.617 2.463 3.979
23 C 0.185 3.345 3.227
24 Br 0.432 5.112 3.801
25 C 0.808 2.928 2.052
26 Br 1.907 4.018 1.003
27 C 0.628 1.612 1.658
28 O 1.137 1.019 0.582
29 C -0.194 0.754 2.389
30 O -0.284 -0.444 1.797
31 C -0.821 1.150 3.559
32 Br -1.880 -0.089 4.468
33 C 4.585 -2.581 1.686
34 Si 3.510 -1.083 1.369
35 C 4.305 0.059 0.126
36 C 3.075 -0.233 2.975
37 C 1.916 -1.828 0.601
38 H 5.531 -2.266 2.133
39 H 4.820 -3.119 0.766
40 H 4.112 -3.281 2.377
41 H 5.317 0.307 0.453
42 H 3.750 0.990 0.010
43 H 4.386 -0.413 -0.856
44 H 3.971 -0.175 3.597
45 H 2.322 -0.782 3.544
46 H 2.717 0.787 2.830
47 H 1.412 -2.531 1.276
48 H 2.098 -2.310 -0.366

Summary:
HOMO-LUMO gap (alpha / beta)   6.2 / 6.1 eV
Total charge   +1
ΔE to the lowest compared entry with this formula, charge and spin   0.3985 eV
Multiplicity   1
HOMO (alpha / beta)   -11.2 / -11.2 eV

***

Entry 3:
Formula: C12H19BrClN
Source: the Open Molecules 2025 dataset
Level of theory: ωB97M-V with the def2-TZVPD basis set

Element x y z (Å)
1 C 2.216 0.950 1.125
2 C 2.314 0.646 -0.375
3 C 1.354 -0.403 -0.891
4 Cl 1.915 -0.956 -2.505
5 N 1.288 -1.666 -0.046
6 C -0.121 -2.172 0.223
7 C -0.748 -1.732 1.551
8 C -2.095 -0.999 1.333
9 C -1.883 0.039 0.261
10 C -2.514 -0.034 -0.978
11 C -2.195 0.897 -1.974
12 C -1.241 1.877 -1.715
13 C -0.622 1.972 -0.472
14 C -0.973 1.061 0.515
15 H 3.047 0.459 1.645
16 H 2.330 2.016 1.311
17 H 1.308 0.570 1.589
18 H 3.340 0.422 -0.659
19 H 2.058 1.564 -0.915
20 H 0.348 -0.037 -1.053
21 H 1.796 -1.562 0.835
22 H 1.744 -2.413 -0.568
23 H -0.733 -1.918 -0.638
24 H -0.038 -3.258 0.229
25 H -0.928 -2.627 2.147
26 H -0.098 -1.088 2.145
27 H -2.872 -1.713 1.056
28 H -2.413 -0.519 2.258
29 H -3.240 -0.816 -1.166
30 H -2.676 0.809 -2.938
31 H -0.958 2.577 -2.491
32 H 0.178 2.711 -0.248
33 H -0.494 1.097 1.486
34 Br 1.608 4.246 -0.077

Summary:
HOMO-LUMO gap   6.3 eV
ΔE to the lowest compared entry with this formula, charge and spin   0.0000 eV
Multiplicity   1
HOMO   -6.8 eV

***

Entry 4:
Formula: C12H19DyN4OS2
Source: the Open Molecules 2025 dataset
Level of theory: ωB97M-V with the def2-TZVPD basis set

Element x y z (Å)
1 Dy 0.485 0.511 -0.071
2 C 1.068 -5.527 -0.291
3 C 0.855 -4.870 -1.641
4 N 1.493 -3.554 -1.757
5 C 0.949 -2.424 -1.308
6 S 1.847 -0.954 -1.726
7 N -0.177 -2.549 -0.622
8 N -0.765 -1.363 -0.265
9 C -1.947 -1.406 0.262
10 C -2.713 -2.665 0.473
11 C -2.552 -0.107 0.673
12 C -3.835 -0.038 1.181
13 C -4.361 1.204 1.524
14 C -3.589 2.341 1.365
15 C -2.304 2.193 0.874
16 N -1.793 1.005 0.535
17 H 0.655 -6.536 -0.306
18 H 0.569 -4.969 0.502
19 H 2.130 -5.609 -0.056
20 H -0.204 -4.738 -1.857
21 H 1.275 -5.484 -2.437
22 H 2.348 -3.475 -2.284
23 H -2.133 -3.526 0.163
24 H -3.643 -2.640 -0.100
25 H -2.986 -2.764 1.526
26 H -4.430 -0.930 1.300
27 H -5.368 1.278 1.911
28 H -3.962 3.323 1.615
29 H -1.665 3.061 0.751
30 C 1.151 -2.513 2.885
31 S 2.032 -0.976 2.856
32 C 3.486 -1.454 1.966
33 O 1.208 -0.112 1.854
34 H 1.747 -3.215 3.471
35 H 1.006 -2.873 1.864
36 H 0.205 -2.330 3.389
37 H 4.019 -2.161 2.603
38 H 4.097 -0.564 1.828
39 H 3.210 -1.904 1.012

Summary:
HOMO-LUMO gap (alpha / beta)   7.4 / 7.4 eV
Total charge   +2
ΔE to the lowest compared entry with this formula, charge and spin   0.0358 eV
Multiplicity   6
HOMO (alpha / beta)   -14.5 / -14.5 eV

***

Entry 5:
Formula: C12H19N3O2S2Ta
Source: the Open Molecules 2025 dataset
Level of theory: ωB97M-V with the def2-TZVPD basis set

Element x y z (Å)
1 Ta -0.131 0.186 -0.188
2 N 0.027 0.412 -2.403
3 C 0.302 1.828 -2.932
4 C -0.535 2.909 -2.198
5 C -0.456 2.431 -0.798
6 O 0.634 2.244 -0.188
7 O -1.438 1.679 -0.343
8 H 0.728 -0.211 -2.814
9 H -0.857 0.084 -2.801
10 H 0.090 1.842 -3.999
11 H 1.361 2.013 -2.775
12 H -1.570 2.956 -2.528
13 H -0.052 3.876 -2.338
14 C 1.315 1.546 3.181
15 N 2.489 1.751 2.328
16 C 2.856 1.026 1.298
17 S 1.933 -0.438 0.849
18 N 3.965 1.254 0.632
19 C 4.934 2.298 0.998
20 H 1.447 2.143 4.079
21 H 1.229 0.502 3.474
22 H 0.407 1.893 2.681
23 H 3.102 2.515 2.586
24 H 4.222 0.601 -0.093
25 H 5.298 2.137 2.014
26 H 4.482 3.285 0.900
27 H 5.776 2.231 0.316
28 S -1.321 -1.620 -0.054
29 C -2.541 -2.831 0.025
30 C -3.882 -2.435 -0.109
31 C -4.842 -3.421 -0.042
32 C -4.467 -4.751 0.151
33 C -3.130 -5.121 0.285
34 C -2.141 -4.161 0.227
35 H -4.151 -1.397 -0.252
36 H -5.887 -3.161 -0.139
37 H -5.234 -5.513 0.202
38 H -2.864 -6.158 0.436
39 H -1.097 -4.423 0.332

Summary:
HOMO-LUMO gap   6.7 eV
Total charge   +3
ΔE to the lowest compared entry with this formula, charge and spin   0.0000 eV
Multiplicity   1
HOMO   -18.2 eV

***

Entry 6:
Formula: C12H19N4O7
Source: the Open Molecules 2025 dataset
Level of theory: ωB97M-V with the def2-TZVPD basis set

Element x y z (Å)
1 N -0.095 -1.585 -0.978
2 O 0.801 -2.462 -0.857
3 O -1.245 -1.717 -0.453
4 O 0.105 -0.556 -1.660
5 C 0.441 -2.021 3.026
6 C 0.400 -1.372 4.387
7 C -0.994 -1.127 5.023
8 C -2.164 -1.926 4.413
9 C -1.975 -2.497 3.047
10 C -0.693 -2.391 2.346
11 N -3.484 -2.001 5.173
12 O -3.811 -1.019 5.828
13 O -4.260 -2.671 4.655
14 H 1.485 -1.999 2.753
15 H 1.350 -0.944 4.793
16 H -1.049 -0.825 6.109
17 H -2.846 -2.879 2.483
18 H -0.494 -2.887 1.527
19 C -1.673 0.458 -6.479
20 O -1.421 -0.755 -6.298
21 N -1.007 1.286 -5.620
22 C -1.339 2.763 -5.801
23 C 0.069 0.984 -4.823
24 H -2.684 0.845 -7.054
25 H -0.742 3.176 -6.541
26 H -0.847 3.411 -4.939
27 H -2.257 3.224 -5.820
28 H 0.863 1.042 -5.337
29 H -0.177 -0.107 -4.551
30 H -0.054 1.550 -3.948
31 C 2.943 -0.061 0.672
32 O 3.976 -0.575 1.013
33 N 2.498 1.094 1.245
34 C 1.208 1.746 0.834
35 C 3.329 1.734 2.260
36 H 2.421 -0.390 -0.130
37 H 0.859 1.715 -0.297
38 H 1.193 2.709 1.289
39 H 0.488 0.996 1.334
40 H 2.922 2.689 2.559
41 H 4.314 2.000 1.749
42 H 3.653 1.340 3.054

Summary:
HOMO-LUMO gap   6.9 eV
Total charge   -1
ΔE to the lowest compared entry with this formula, charge and spin   0.7724 eV
Multiplicity   1
HOMO   -5.1 eV